Formula: C18H16N2O2S2
Source: the OMol25 dataset
Level of theory: ωB97M-V/def2-TZVPD

Last column: Löwdin charge in e.
CARTESIAN COORDINATES (ANGSTROEM)
O -0.44907 0.89358 -3.51554  -0.350
O 1.49843 -0.51196 -2.62209  -0.325
N -0.77631 -0.31191 -1.26402  -0.006
S 0.00762 -3.12112 -4.13645  1.018
C -1.43174 -4.10333 -4.12930  -0.372
C -2.45813 -3.33939 -3.57766  -0.178
C -2.15529 -1.93747 -3.18599  -0.100
C -0.79606 -1.73673 -3.49238  -0.662
C -0.18208 0.12169 -0.25070  -0.293
C 3.29397 2.69369 -0.73981  -0.096
C 0.23680 0.80757 4.79804  -0.106
C 2.08326 3.07498 -1.17952  -0.095
C 3.36111 1.60513 0.13975  -0.061
C 0.50328 -0.48870 4.36109  -0.103
C -0.39004 1.72489 3.97206  -0.056
C 0.92703 2.25663 -1.03115  -0.007
C 2.28626 0.71544 0.32086  -0.011
C 0.23005 -0.88254 3.08564  0.012
C -0.64571 1.38797 2.61265  -0.033
C 1.04686 1.01035 -0.31158  -0.152
C -0.37134 0.14917 2.24975  -0.306
N -0.88319 -0.06363 0.98233  -0.079
C -2.27181 -0.67111 1.02385  0.010
S 0.03007 -0.35152 -2.82108  0.709
H -1.54854 -5.15833 -4.38446  0.079
H -3.40077 -3.75923 -3.63983  0.065
H -2.82505 -1.07231 -2.89112  0.136
H 4.17171 3.30112 -1.00768  0.116
H 0.61548 1.11288 5.81042  0.118
H 1.95321 3.89242 -1.93035  0.121
H 4.28210 1.41371 0.53140  0.068
H 0.83567 -1.33609 5.05889  0.133
H -0.73274 2.73580 4.31708  0.117
H -0.00361 2.37316 -1.62907  0.111
H 2.61094 -0.22522 0.69641  0.106
H 0.26295 -1.83370 2.79583  0.070
H -1.20423 2.00730 1.86921  0.150
H -2.96488 0.11061 0.81950  0.073
H -2.34715 -0.96841 2.04086  0.072
H -2.39905 -1.51537 0.25417  0.106

spin multiplicity: 1
electronic energy: -47667.106 eV
energy above the lowest of the compared OMol25 structures with the same formula, charge and spin: 1.7014 eV

Formula: C6H7Cl3N2O3
Source: the OMol25 dataset
Level of theory: ωB97M-V/def2-TZVPD

Last column: Löwdin charge in e.
CARTESIAN COORDINATES (ANGSTROEM)
C -0.18850 1.22030 1.89414  -0.587
C -1.89002 -0.30013 0.77633  -0.477
C 0.87959 0.29895 1.32238  -1.008
C 0.38341 -0.27253 -0.03779  -0.569
C -0.18641 0.72843 -2.12871  -0.069
C 1.35931 -1.24486 -0.68164  -0.462
N -1.46048 0.86816 1.47286  0.213
N -0.94267 -0.95118 -0.02170  0.151
O 0.08755 2.13250 2.61612  0.093
O -3.02257 -0.67585 0.70530  0.113
O 0.35865 0.92887 -0.82368  -0.157
Cl 1.02274 -0.86485 2.59238  0.772
Cl 2.41969 1.25888 1.27508  0.700
Cl 2.82833 -0.65461 -1.62217  0.573
H -0.28293 1.64544 -2.56552  0.066
H -1.06370 -0.03362 -2.09696  0.133
H 0.47496 0.24781 -2.81688  0.051
H 0.70589 -1.67486 -1.45783  0.076
H 1.63443 -2.08445 -0.07713  0.072
H -2.12661 1.30881 2.07834  0.162
H -0.99065 -1.88121 -0.40290  0.152

spin multiplicity: 1
electronic energy: -53025.115 eV
energy above the lowest of the compared OMol25 structures with the same formula, charge and spin: 0.0000 eV

Formula: C10H11N2O
Source: the OMol25 dataset
Level of theory: ωB97M-V/def2-TZVPD

Last column: Löwdin charge in e.
CARTESIAN COORDINATES (ANGSTROEM)
C -3.39775 0.11668 0.78617  0.002
C -2.53690 -1.00430 0.70835  0.045
C -0.47413 -1.95609 -0.31409  -0.025
C 0.85975 -1.74174 -0.42362  -0.031
C -3.04877 1.35441 0.21863  0.005
C -1.48053 -0.92424 -0.19844  -0.189
C 0.71258 0.71716 -0.33304  -0.021
C 2.79937 -0.30804 -0.05546  -0.074
C 2.91104 1.15284 0.39339  -0.052
C -1.32714 0.29555 -0.94473  -0.029
N 1.36943 -0.46630 -0.27789  -0.084
N 1.56254 1.66757 -0.04201  0.067
O -2.07189 1.40528 -0.74194  0.034
H -4.23087 -0.09576 1.43075  0.116
H -2.68383 -1.85371 1.19854  0.088
H -0.84896 -3.03797 -0.18473  0.154
H 1.71190 -2.36910 -0.46284  0.124
H -3.43338 2.35381 0.18653  0.136
H 3.42366 -0.53753 -0.92449  0.145
H 3.04019 -0.99432 0.63366  0.087
H 2.88673 1.41035 1.39817  0.107
H 3.60314 1.77095 -0.03211  0.095
H -0.89874 0.35081 -1.89589  0.130
H 1.55258 2.69369 -0.12293  0.170

spin multiplicity: 1
net charge: +1
electronic energy: -15565.505 eV
energy above the lowest of the compared OMol25 structures with the same formula, charge and spin: 3.1199 eV

Formula: C47H46N8O5S2SeSiTi
Source: the OMol25 dataset
Level of theory: ωB97M-V/def2-TZVPD

Last column: Mulliken spin population.
CARTESIAN COORDINATES (ANGSTROEM)
Ti -0.42676 -1.03012 1.27159  0.920
O -0.45289 -3.64797 4.60619  0.012
C -0.22386 -2.96367 3.59820  0.012
N -0.91203 -1.96351 3.06018  0.032
C -1.86310 -1.18253 3.74042  0.019
C -2.07091 -1.21412 5.11818  -0.011
C -2.90754 -0.28922 5.72539  0.003
C -3.54304 0.68015 4.96514  -0.002
C -3.35813 0.71395 3.59015  0.007
C -2.53014 -0.20942 2.96164  0.025
N -2.28175 -0.19406 1.55771  -0.035
C -3.34334 0.01861 0.75610  -0.005
O -4.50757 0.25419 1.08217  -0.002
C -3.04844 -0.01486 -0.72970  0.013
C -4.10997 0.08386 -1.62443  0.002
C -3.83218 0.07636 -2.97925  -0.001
C -2.51304 -0.01926 -3.39512  0.002
C -1.52224 -0.10565 -2.42847  0.021
N -1.78675 -0.10948 -1.12858  0.019
C 1.06271 -3.24116 2.83389  0.010
C 1.88177 -4.29652 3.20763  0.004
C 3.10442 -4.43759 2.57559  -0.002
C 3.48205 -3.50721 1.61938  0.002
C 2.60298 -2.48446 1.30143  0.005
N 1.41191 -2.37135 1.88113  -0.028
H -1.55819 -1.96553 5.69916  -0.001
H -3.05185 -0.32431 6.79991  0.000
H -4.18990 1.41123 5.43735  0.000
H -3.85045 1.46191 2.98927  0.000
H -5.11235 0.15452 -1.22834  0.000
H -4.63405 0.14152 -3.70498  0.000
H -2.25009 -0.03037 -4.44523  0.000
H -0.47394 -0.19079 -2.70184  0.012
H 1.53612 -4.95593 3.99068  0.000
H 3.76434 -5.25746 2.83509  0.000
H 4.43660 -3.56459 1.11366  0.000
H 2.85360 -1.72747 0.56967  0.000
O -2.48380 -3.55900 -1.56138  -0.002
S -2.01962 -3.49429 -0.19318  0.022
O -2.94388 -3.07374 0.82560  0.005
N -0.68139 -2.63762 -0.03892  -0.058
C 0.28222 -2.60334 -1.09195  -0.036
C 0.47876 -3.65307 -1.98815  0.082
C 1.46854 -3.58556 -2.96169  -0.008
C 2.27010 -2.46649 -3.07043  0.054
C 2.09398 -1.37383 -2.20275  -0.086
C 2.85726 -0.17597 -2.31217  0.566
C 2.56345 0.88161 -1.43342  -0.056
C 1.60557 0.72733 -0.46307  0.126
N 0.88651 -0.41290 -0.28957  0.180
C 1.09293 -1.44325 -1.19124  0.029
C -1.60660 -5.17783 0.26172  0.000
C -1.37711 -5.45577 1.60321  0.000
C -1.02721 -6.74009 1.98668  -0.001
C -0.92295 -7.74898 1.03602  0.002
C -1.18481 -7.47254 -0.29817  -0.003
C -1.52776 -6.18377 -0.68773  0.004
H -0.14265 -4.53106 -1.93497  0.037
H 1.60159 -4.42041 -3.64122  0.001
H 3.03938 -2.40573 -3.83377  -0.008
H 3.62793 -0.09613 -3.06965  0.038
H 3.10319 1.82161 -1.48812  0.000
H 1.37918 1.51283 0.24454  0.021
H -1.49210 -4.67325 2.34013  0.003
H -0.84029 -6.94703 3.03329  0.000
H -0.64443 -8.75224 1.33711  0.000
H -1.12132 -8.26007 -1.03992  0.000
H -1.75735 -5.94990 -1.71949  0.002
C 1.91661 5.92304 -2.60384  0.000
C 1.42937 5.96811 -1.15809  0.003
C 0.84500 4.64677 -0.68523  0.005
N -0.42484 4.38572 -1.34060  -0.003
C -1.37383 3.58590 -0.80286  -0.003
S -1.35231 3.01638 0.73221  -0.001
N -2.40581 3.20438 -1.67541  0.001
C -2.64520 3.50375 -2.99704  -0.002
O -3.77688 3.64226 -3.41904  0.000
C -1.47814 3.52729 -3.94911  -0.009
C -1.57496 4.32341 -5.08622  0.001
C -0.54653 4.32425 -6.01535  0.001
C 0.56792 3.51748 -5.81713  0.005
C 0.65899 2.70840 -4.69264  -0.037
C -0.36215 2.71490 -3.75422  -0.011
H 2.36006 6.87291 -2.90832  0.000
H 1.10446 5.71020 -3.30554  0.000
H 2.66829 5.14133 -2.73269  0.001
H 0.67276 6.74953 -1.04122  0.000
H 2.25873 6.22871 -0.49645  0.000
H 0.67116 4.64120 0.38907  -0.002
H 1.53977 3.82295 -0.89845  0.022
H -0.44681 4.55235 -2.33131  0.000
H -3.21225 2.84988 -1.17478  0.000
H -2.46479 4.92193 -5.22944  0.000
H -0.61707 4.94773 -6.89804  0.000
H 1.37151 3.52014 -6.54365  0.000
H 1.51918 2.06975 -4.53603  0.009
H -0.29966 2.08211 -2.87801  0.052
C 3.55662 2.35485 1.71822  0.021
Si 2.51870 1.94287 3.25068  -0.004
C 1.97547 3.59106 3.99852  0.000
C 3.68315 1.11581 4.49025  0.002
Se 0.76478 0.68718 2.85799  0.019
H 4.46115 2.92060 1.96624  0.001
H 2.96510 2.94496 1.01222  -0.008
H 3.84658 1.43645 1.20355  -0.009
H 2.82661 4.21868 4.28276  0.000
H 1.36129 3.40861 4.88297  0.000
H 1.35724 4.13611 3.28087  0.000
H 4.52272 1.75687 4.77754  0.000
H 4.07701 0.19075 4.06211  0.000
H 3.12172 0.84520 5.38721  0.000

spin multiplicity: 3
net charge: -2
electronic energy: -189662.766 eV
energy above the lowest of the compared OMol25 structures with the same formula, charge and spin: 0.4762 eV
<S²>: 2.0204